Record 1
{"formula": "CH2N2O3P2", "method": "ωB97M-V with the def2-TZVPD basis set", "species": ["N", "C", "P", "N", "P", "O", "O", "O", "H", "H"], "coordinates": [[3.07970, 1.65661, 1.55246], [2.08890, 1.05223, 1.49442], [0.55414, 0.26079, 1.62412], [-0.03868, 0.60221, 0.03819], [1.02808, -1.96681, 0.87508], [1.59690, -1.63849, -0.49336], [1.95062, -2.61045, 1.86667], [-0.41143, -2.42627, 0.86535], [-1.03688, 0.38856, 0.05563], [0.39368, -0.16337, -0.51787]], "forces_ev_per_angstrom": [[-0.168, -0.226, -0.086], [1.564, 1.188, 0.103], [-1.031, -1.441, 0.429], [-0.506, 0.175, -0.862], [0.135, -0.478, 0.290], [-0.023, 0.216, -0.051], [0.252, -0.060, 0.260], [-0.311, 0.092, 0.058], [0.259, 0.070, 0.034], [-0.170, 0.465, -0.174]], "lowdin_charge": [-0.022, -0.623, 0.617, -0.335, -0.076, -0.488, -0.497, -0.516, -0.020, -0.041], "homo_energy_ev": 0.2, "molar_mass_g_mol": 151.99, "total_energy_ha": -1057.34977, "smiles": "N#CP(N)P(=O)([O-])[O-]", "gap_ev": 7.2, "de_lowest_ev": 0.0000, "charge": -2}

Record 2
{"formula": "C47H85BiN5O3P2SSi", "method": "ωB97M-V with the def2-TZVPD basis set", "species": ["Bi", "C", "C", "C", "P", "C", "C", "C", "C", "C", "C", "C", "C", "C", "C", "N", "C", "C", "C", "C", "C", "C", "C", "P", "C", "C", "C", "C", "C", "C", "H", "H", "H", "H", "H", "H", "H", "H", "H", "H", "H", "H", "H", "H", "H", "H", "H", "H", "H", "H", "H", "H", "H", "H", "H", "H", "H", "H", "H", "H", "H", "H", "H", "H", "H", "H", "H", "H", "H", "H", "N", "C", "C", "N", "C", "H", "H", "H", "H", "C", "C", "N", "C", "C", "C", "C", "N", "H", "H", "H", "H", "H", "H", "H", "H", "H", "H", "H", "H", "H", "H", "C", "C", "C", "C", "O", "Si", "S", "O", "C", "C", "C", "C", "O", "C", "C", "C", "C", "H", "H", "H", "H", "H", "H", "H", "H", "H", "H", "H", "H", "H", "H", "H", "H", "H", "H", "H", "H", "H", "H", "H", "H", "H", "H", "H"], "coordinates": [[-0.27830, -0.33038, 1.55313], [-1.79347, 4.04790, 2.36700], [-2.97242, 3.53225, 1.53960], [-3.33531, 4.54945, 0.46111], [-2.60297, 1.80515, 0.95094], [-4.25113, 1.00773, 0.60374], [-5.43869, 1.90124, 0.24585], [-4.60966, 0.16036, 1.83026], [-1.82752, 2.02884, -0.69052], [-2.55289, 2.38309, -1.83473], [-1.97075, 2.49838, -3.08545], [-2.77646, 2.88998, -4.29415], [-0.60368, 2.22843, -3.19148], [0.13150, 1.85621, -2.08578], [-0.46181, 1.76052, -0.82132], [0.34340, 1.35111, 0.27441], [1.46211, 2.12585, 0.58722], [1.54914, 3.46853, 0.18199], [2.66195, 4.23538, 0.46772], [3.75080, 3.72257, 1.16945], [4.96375, 4.56099, 1.47228], [3.65863, 2.40748, 1.59560], [2.53696, 1.61041, 1.34734], [2.39660, -0.11490, 1.85226], [3.37476, -1.09493, 0.65665], [2.80247, -0.85538, -0.74129], [4.86888, -0.77747, 0.70208], [2.96172, -0.43513, 3.58406], [4.12194, 0.39326, 4.13173], [3.21690, -1.93662, 3.74866], [-2.00758, 5.05111, 2.74279], [-0.88641, 4.11020, 1.75545], [-1.58548, 3.39443, 3.21239], [-3.82878, 3.40136, 2.21081], [-2.50803, 4.68559, -0.23772], [-3.53956, 5.51645, 0.92692], [-4.21656, 4.26652, -0.11139], [-4.04586, 0.33650, -0.23718], [-5.64547, 2.62698, 1.03517], [-6.33462, 1.28627, 0.13356], [-5.30438, 2.44728, -0.68529], [-4.78860, 0.79518, 2.70350], [-3.81084, -0.53858, 2.08853], [-5.52248, -0.41248, 1.65073], [-3.61330, 2.58006, -1.74755], [-3.80551, 3.12454, -4.02405], [-2.79750, 2.08497, -5.03128], [-2.34814, 3.76599, -4.78332], [-0.11588, 2.29985, -4.15751], [1.18780, 1.63264, -2.18209], [0.73464, 3.90736, -0.37825], [2.68660, 5.26442, 0.12573], [5.07547, 5.36652, 0.74703], [5.87408, 3.96126, 1.45066], [4.89498, 5.01801, 2.46211], [4.49829, 1.98345, 2.12952], [3.19499, -2.14199, 0.91924], [2.93140, 0.18722, -1.04499], [1.74401, -1.11910, -0.80571], [3.33151, -1.48696, -1.45429], [5.05893, 0.27247, 0.47098], [5.38591, -1.37603, -0.05041], [5.31819, -1.00959, 1.66866], [2.07619, -0.18054, 4.17073], [5.03981, 0.25192, 3.55915], [4.32575, 0.06592, 5.15464], [3.89073, 1.45734, 4.16096], [4.12756, -2.24637, 3.23128], [2.38880, -2.53475, 3.36400], [3.34632, -2.16298, 4.80949], [-3.34973, -2.44755, -1.10014], [-3.01647, -1.71316, -2.21659], [-1.99340, -0.90675, -1.83167], [-1.69701, -1.14092, -0.50440], [-2.52518, -2.08105, -0.10368], [-4.03945, -3.17706, -1.04920], [-3.51830, -1.83675, -3.16014], [-1.45598, -0.17800, -2.41452], [-2.52835, -2.54067, 0.87304], [-0.46938, -1.68865, 4.79987], [-1.18668, -0.36630, 5.04557], [-0.33096, 0.70681, 5.54899], [-0.00404, 0.70922, 6.97714], [1.32939, 0.04532, 7.30409], [0.21690, 1.58714, 4.68819], [0.91004, 2.80017, 5.25502], [0.12883, 1.41253, 3.40613], [-1.11676, -2.38827, 4.26813], [-0.17232, -2.16173, 5.73626], [0.43246, -1.55644, 4.19566], [-1.98612, -0.50650, 5.77519], [-1.66014, 0.00158, 4.13336], [-0.81381, 0.18735, 7.48660], [-0.01817, 1.73197, 7.35104], [1.35735, -0.98267, 6.94416], [1.48779, 0.03184, 8.38329], [2.16543, 0.58240, 6.85134], [0.21472, 3.39916, 5.84442], [1.29743, 3.41246, 4.44334], [1.74233, 2.52308, 5.90150], [0.52970, 2.20703, 2.91865], [-1.59680, -5.50916, -2.34785], [-0.84004, -5.95099, -1.10316], [-1.76299, -5.98312, 0.11034], [-0.21947, -7.32408, -1.33057], [0.19180, -4.96915, -0.91948], [1.14906, -4.58376, 0.35137], [0.39466, -3.04560, 1.56154], [1.30079, -5.96645, 1.21450], [1.87255, -6.30687, 2.48651], [0.83549, -6.06706, 3.57837], [3.12764, -5.48136, 2.74674], [2.21656, -7.78625, 2.39942], [2.58886, -4.07174, -0.24979], [3.43899, -4.67108, -1.25225], [4.81925, -4.07131, -1.02693], [2.91272, -4.30574, -2.63562], [3.50442, -6.18463, -1.08940], [-2.42340, -6.18978, -2.56207], [-0.92635, -5.49716, -3.20854], [-1.98573, -4.49900, -2.21046], [-2.60695, -6.65178, -0.07162], [-2.13884, -4.98132, 0.32078], [-1.22598, -6.33345, 0.99268], [-1.00220, -8.06706, -1.49830], [0.36995, -7.62535, -0.46516], [0.42409, -7.30544, -2.21211], [0.57942, -5.00906, 3.63587], [1.22234, -6.39516, 4.54586], [-0.07272, -6.63286, 3.36106], [2.89816, -4.41473, 2.69500], [3.90241, -5.70345, 2.01056], [3.52291, -5.70374, 3.73980], [1.31455, -8.37345, 2.21915], [2.67492, -8.13036, 3.32830], [2.91438, -7.96366, 1.57956], [4.79820, -2.99219, -1.18633], [5.54455, -4.50406, -1.71770], [5.15065, -4.26692, -0.00512], [2.86353, -3.22088, -2.75110], [1.91305, -4.71189, -2.78179], [3.57477, -4.70450, -3.40738], [3.88038, -6.45314, -0.10093], [4.17658, -6.60520, -1.83918], [2.52206, -6.63749, -1.21734]], "forces_ev_per_angstrom": [[-0.026, 0.080, 0.118], [0.030, 0.011, -0.037], [-0.006, 0.021, 0.005], [-0.020, 0.025, -0.003], [0.050, -0.064, -0.049], [-0.033, 0.029, 0.007], [-0.030, -0.002, 0.004], [0.003, -0.002, 0.013], [-0.013, 0.047, -0.017], [-0.007, -0.004, 0.011], [0.011, -0.005, -0.006], [0.002, -0.003, 0.003], [0.000, 0.011, -0.015], [0.026, 0.033, 0.020], [0.056, 0.002, 0.055], [0.010, 0.034, -0.099], [-0.067, -0.015, 0.005], [0.009, -0.038, 0.005], [0.008, 0.013, -0.003], [-0.005, 0.011, -0.001], [-0.004, -0.001, -0.005], [-0.018, -0.025, 0.010], [0.049, 0.004, -0.028], [-0.005, 0.007, -0.070], [0.012, 0.020, 0.009], [0.000, 0.019, -0.014], [0.024, -0.005, -0.010], [0.044, 0.006, -0.020], [0.017, -0.011, 0.015], [0.015, 0.030, 0.009], [0.010, -0.016, -0.012], [-0.023, -0.006, 0.015], [-0.007, -0.014, 0.029], [0.003, -0.001, 0.017], [-0.003, 0.004, 0.015], [-0.003, -0.011, -0.002], [0.022, 0.004, 0.001], [0.006, 0.000, -0.004], [0.009, -0.015, -0.008], [0.007, 0.000, 0.002], [-0.003, -0.011, 0.004], [0.008, -0.010, -0.016], [-0.008, 0.009, -0.002], [0.010, 0.013, -0.001], [0.016, -0.004, -0.005], [0.008, -0.003, 0.001], [0.006, 0.004, 0.005], [-0.002, -0.004, 0.004], [-0.010, -0.004, 0.012], [-0.021, 0.007, 0.006], [-0.006, -0.011, -0.013], [0.001, -0.013, 0.005], [-0.001, -0.011, 0.004], [-0.008, 0.000, 0.003], [-0.007, -0.003, -0.009], [0.001, -0.007, 0.002], [-0.019, 0.028, -0.022], [-0.015, -0.018, 0.008], [0.014, -0.015, 0.020], [0.002, 0.056, 0.007], [-0.007, 0.012, 0.005], [0.000, 0.054, 0.063], [-0.015, 0.012, -0.006], [-0.018, 0.009, 0.032], [-0.017, 0.002, 0.005], [-0.002, 0.006, -0.017], [-0.002, 0.006, -0.004], [-0.021, 0.014, 0.007], [0.026, 0.061, 0.020], [0.004, 0.003, -0.004], [0.010, 0.014, -0.005], [-0.004, -0.029, 0.020], [0.042, 0.017, 0.018], [0.030, -0.018, -0.011], [0.035, -0.039, -0.029], [-0.017, -0.022, 0.000], [0.009, 0.004, 0.027], [-0.020, -0.047, 0.020], [-0.001, 0.003, -0.030], [-0.001, 0.022, -0.015], [-0.006, 0.014, 0.047], [0.002, -0.027, 0.060], [-0.013, 0.003, -0.056], [0.013, 0.001, -0.002], [0.053, -0.024, 0.037], [-0.004, -0.019, 0.008], [0.005, 0.049, -0.077], [0.017, 0.015, 0.019], [0.014, 0.012, -0.001], [-0.084, -0.034, 0.044], [-0.006, -0.012, 0.005], [0.005, -0.005, 0.022], [-0.006, -0.012, -0.011], [0.000, 0.021, 0.006], [-0.004, -0.005, 0.009], [-0.003, 0.008, -0.021], [-0.018, -0.014, -0.002], [-0.001, -0.002, 0.004], [-0.001, -0.003, 0.000], [-0.008, -0.003, -0.003], [-0.025, -0.012, -0.022], [-0.022, 0.012, -0.024], [-0.014, 0.033, 0.063], [0.002, -0.016, 0.005], [0.034, 0.016, -0.023], [0.080, -0.073, -0.050], [-0.009, 0.040, -0.009], [-0.069, -0.092, 0.007], [-0.048, -0.050, 0.040], [0.020, 0.029, -0.053], [-0.006, -0.013, -0.020], [0.006, 0.068, -0.006], [0.017, -0.040, 0.004], [-0.010, -0.046, -0.094], [-0.022, 0.004, 0.044], [0.029, 0.011, -0.020], [0.026, 0.026, 0.007], [-0.009, -0.010, 0.016], [0.012, 0.012, 0.008], [-0.006, 0.004, 0.011], [0.002, -0.010, 0.005], [0.016, 0.016, -0.001], [-0.037, 0.052, 0.004], [-0.011, 0.012, -0.021], [0.012, 0.017, 0.008], [0.000, 0.003, 0.008], [0.010, 0.000, 0.011], [-0.005, 0.025, -0.002], [-0.007, 0.007, -0.027], [0.017, 0.012, 0.003], [0.018, -0.130, -0.011], [-0.030, 0.011, 0.012], [0.006, -0.006, -0.006], [0.013, 0.009, -0.003], [-0.009, 0.002, -0.008], [-0.010, -0.003, 0.015], [0.002, -0.106, -0.020], [-0.008, 0.000, 0.004], [0.005, 0.005, -0.006], [-0.011, -0.049, 0.001], [-0.022, -0.010, 0.005], [-0.015, 0.010, 0.019], [-0.007, 0.012, -0.037], [-0.005, 0.001, 0.001], [-0.014, -0.006, 0.000]], "lowdin_charge": [1.472, -0.126, -0.534, -0.106, 1.043, -0.545, -0.109, -0.139, -0.320, -0.058, -0.270, -0.039, -0.031, -0.031, -0.366, -0.214, -0.348, -0.021, -0.023, -0.273, -0.045, -0.057, -0.309, 0.977, -0.525, -0.104, -0.079, -0.514, -0.097, -0.123, 0.083, 0.067, 0.047, 0.103, 0.078, 0.085, 0.057, 0.084, 0.077, 0.083, 0.053, 0.079, 0.039, 0.081, 0.092, 0.077, 0.084, 0.085, 0.123, 0.119, 0.114, 0.120, 0.079, 0.080, 0.083, 0.094, 0.072, 0.078, 0.061, 0.061, 0.076, 0.069, 0.067, 0.056, 0.073, 0.083, 0.066, 0.081, 0.004, 0.091, 0.077, -0.070, -0.116, -0.061, -0.263, 0.160, 0.120, 0.095, 0.101, -0.096, -0.209, -0.076, -0.190, -0.058, -0.434, 0.015, -0.004, 0.069, 0.079, 0.012, 0.123, 0.068, 0.123, 0.112, 0.065, 0.085, 0.060, 0.096, 0.087, 0.079, 0.032, -0.023, -0.632, -0.026, -0.024, -0.144, -0.125, 0.259, -0.162, -0.637, -0.033, -0.023, -0.022, -0.172, -0.617, -0.020, -0.013, -0.017, 0.091, 0.089, 0.061, 0.093, 0.061, 0.076, 0.093, 0.076, 0.088, 0.043, 0.090, 0.087, 0.041, 0.079, 0.097, 0.089, 0.091, 0.081, 0.054, 0.096, 0.092, 0.077, 0.077, 0.094, 0.074, 0.097, 0.069], "homo_energy_ev": -9.7, "molar_mass_g_mol": 1099.31, "total_energy_ha": -3926.49268, "gap_ev": 7.8, "de_lowest_ev": 0.0295, "charge": 1}